Formula: C9H14
Source: the Open Molecules 2025 dataset
Level of theory: ωB97M-V/def2-TZVPD

As for the lowest unoccupied orbital energy: 0.98 eV. The value obtained for the relative energy (zero: lowest compared OMol25 entry of this formula, charge and spin) is 69.7 kcal per mole. Its SMILES is Cc1ccccc1.CC. For the gap between HOMO and LUMO, the calculation gives 9.658 eV.

Structure (ORCA input):
```
! RIJCOSX wB97M-V def2-TZVPD def2/J DEFGRID3
* xyz 0 1
C 1.952 -1.588 1.169
C 0.664 -0.890 1.222
C -0.548 -1.422 0.683
C -1.782 -0.722 0.984
C -1.722 0.647 1.174
C -0.502 1.265 1.549
C 0.669 0.494 1.587
H 2.434 -1.243 0.313
H 2.067 -2.683 1.087
H 2.787 -1.108 1.691
H -0.455 -2.440 0.462
H -2.715 -1.248 0.641
H -2.555 1.295 0.909
H -0.365 2.165 2.011
H 1.566 0.890 1.837
C -0.607 1.418 -1.826
C 0.191 0.187 -2.326
H 0.112 2.093 -1.431
H -1.077 1.970 -2.764
H -1.261 1.343 -1.109
H -0.445 -0.696 -2.557
H 0.977 -0.088 -1.806
H 0.616 0.361 -3.499
*
```

Löwdin population analysis, charges in e, atoms 1 to 6: atom 1 (C): -0.07, atom 2 (C): -0.26, atom 3 (C): -0.02, atom 4 (C): -0.07, atom 5 (C): -0.13, atom 6 (C): -0.07